[1]
The following is a quantum chemistry calculation of 8 unconnected molecules or ions with the total composition C22H62N2O12 at a distorted geometry, from the Open Molecules 2025 dataset.

Structure (ORCA input):
```
! wB97M-V def2-TZVPD RIJCOSX def2/J DEFGRID3
* xyz 0 1
C -8.32696 -0.01006 -1.83519
O -7.48392 0.70535 -0.91424
C -6.79745 -0.11889 -0.01550
C -5.85802 0.72178 0.81035
C -4.85485 -0.11082 1.64820
N -6.55643 1.53145 1.79563
H -9.09849 -0.47313 -1.23789
H -7.74154 -0.77924 -2.33837
H -8.78616 0.73294 -2.48120
H -7.53174 -0.68700 0.58243
H -6.30590 -0.92697 -0.60568
H -5.28544 1.42417 0.19248
H -4.26713 0.51089 2.29917
H -4.22157 -0.79724 1.05070
H -5.34201 -0.83948 2.35218
H -7.08031 0.93205 2.41457
H -7.24363 2.12197 1.35158
C 1.27560 -5.53137 0.57439
O 1.93428 -4.72452 1.55121
C 1.94112 -3.43381 0.94138
C 3.09330 -2.63377 1.48515
C 2.90017 -2.31517 2.95170
N 3.26074 -1.44505 0.67166
H 0.24872 -5.13378 0.45483
H 1.24215 -6.58972 0.92869
H 1.79281 -5.58907 -0.39646
H 2.06111 -3.57888 -0.16430
H 0.94463 -3.02238 1.01629
H 3.98304 -3.29276 1.36304
H 3.86102 -2.05498 3.38534
H 2.48283 -3.12272 3.52395
H 2.23822 -1.42426 3.14816
H 3.82448 -0.74454 1.19969
H 3.65701 -1.65591 -0.23097
C 2.67891 -4.70428 -4.79564
C 2.42544 -3.25685 -4.55940
C 2.18834 -3.16056 -3.04828
O 3.48655 -2.36255 -5.00883
H 2.83439 -4.96644 -5.85084
H 1.92455 -5.38663 -4.42346
H 3.62628 -4.96272 -4.36426
H 1.57219 -2.79794 -5.06792
H 2.93109 -3.77774 -2.55565
H 1.20656 -3.60261 -2.84788
H 2.18774 -2.15892 -2.64389
H 4.30882 -2.88616 -5.11292
C 0.60610 5.58096 1.00095
C 0.83017 4.61314 2.12461
C -0.02910 3.34343 1.98370
O 2.23919 4.25901 2.09092
H 1.18987 6.50932 1.20622
H -0.40949 5.90366 0.87597
H 0.96356 5.16003 0.07695
H 0.63029 5.10263 3.08319
H 0.24719 2.79313 1.11204
H -1.10435 3.54989 1.97699
H 0.20011 2.63764 2.78929
H 2.53129 3.78781 2.86002
O -1.47181 1.16828 6.34543
C -0.15186 1.49465 6.10664
C 0.46631 0.45139 5.19613
O -0.22189 0.33972 3.98108
H -1.89849 1.83892 6.85847
H -0.08966 2.42522 5.52447
H 0.38286 1.66185 7.03418
H 0.42219 -0.53146 5.64825
H 1.49432 0.79991 5.06657
H -1.16461 0.41527 4.22361
O -0.74586 0.12724 -3.49706
C -0.28388 0.73731 -4.74239
C 1.24155 0.64911 -4.71787
O 1.65831 0.94510 -6.05114
H -1.66762 0.36706 -3.43168
H -0.70432 0.28635 -5.63013
H -0.58145 1.76419 -4.82434
H 1.41215 -0.42356 -4.49013
H 1.71387 1.27435 -3.94651
H 2.61539 0.92382 -6.07041
O 0.60571 1.06098 -0.82972
C 0.45984 -0.05477 0.02423
C -0.98207 -0.09695 0.48961
O -1.26596 -1.04266 1.47169
H 0.02946 0.92829 -1.62575
H 0.76360 -0.93269 -0.60797
H 1.18432 -0.04420 0.81793
H -1.69265 -0.29883 -0.31931
H -1.27848 0.84033 0.88813
H -0.89059 -0.80696 2.32829
O 3.38549 1.07831 -1.89897
C 3.80941 2.06395 -0.94037
C 3.08628 3.38011 -1.09729
O 3.63945 4.46703 -0.38004
H 2.54151 0.73939 -1.63098
H 3.70974 1.63035 0.03846
H 4.85854 2.27915 -1.12597
H 2.04392 3.14330 -0.91464
H 3.12418 3.65898 -2.18148
H 3.21744 4.42982 0.53611
*
```

Results
Gap between HOMO and LUMO: 0.345 Eh
Structure (SMILES): COC[C@H](C)N.COC[C@H](C)N.CC(C)O.CC(C)O.OCCO.OCCO.OCCO.OCCO
E: -1887.654024 hartree
F_max: 0.0439 hartree/bohr



[2]
The following is a quantum chemistry calculation of 2 unconnected molecules or ions with the total composition C4H8O2, from the Open Molecules 2025 dataset.

Structure (ORCA input):
```
! wB97M-V def2-TZVPD RIJCOSX def2/J DEFGRID3
* xyz -1 2
C -1.51910 -0.55840 -0.16665
O -1.55590 0.77496 -0.67304
C -0.34676 -1.27531 -0.74947
C 0.65019 -1.75255 -0.02086
H -2.46016 -1.05025 -0.44717
H -1.44573 -0.55208 0.91883
H -1.38042 1.36955 0.06325
H -0.32256 -1.31120 -1.83360
H 1.51884 -2.22265 -0.45719
H 0.64836 -1.64582 1.05666
O 1.42404 2.46751 1.76126
C 1.52292 2.08147 0.53314
H 2.39044 2.36601 -0.09168
H 0.87585 1.30875 0.10650
*
```

Results
Gap between HOMO and LUMO (spin up / spin down): 0.125 / 0.248 Eh
Energy relative to the best compared isomer or geometry (same formula, charge and spin): 114.6 kJ/mol
E: -307.589155 hartree
F_max: 0.0109 hartree/bohr



[3]
The following is a quantum chemistry calculation of 3 unconnected molecules or ions with the total composition C3H11N3O2 at a distorted geometry, from the Open Molecules 2025 dataset.

Structure (ORCA input):
```
! wB97M-V def2-TZVPD RIJCOSX def2/J DEFGRID3
* xyz 0 1
C 0.43101 2.41301 0.41266
N -0.10493 1.57849 -0.63781
N 1.46595 -0.41683 -1.33042
O 1.28410 -0.38413 -0.01912
H -1.00464 1.96625 -0.92793
H 1.15848 0.47116 -1.74989
H 2.38551 -0.75549 -1.60683
H 1.42457 2.06196 0.68827
H -0.19988 2.42877 1.30852
H 0.50660 3.45058 0.05208
C -0.57852 -1.76160 1.46684
C -0.93655 -0.88394 0.29617
N -1.17139 -1.47531 -0.91299
O -1.31300 0.30080 0.49467
H -1.25795 -0.81777 -1.67577
H -0.59158 -2.26840 -1.14633
H 0.06704 -1.20317 2.14058
H -1.49670 -2.03297 1.99492
H -0.06810 -2.67141 1.15237
*
```

Results
Gap between HOMO and LUMO (spin up / spin down): 0.278 / 0.374 Eh
Energy relative to the best compared isomer or geometry (same formula, charge and spin): 562.0 kJ/mol
E: -435.476260 hartree
F_max: 0.0607 hartree/bohr



[4]
The following is a quantum chemistry calculation of 2 unconnected molecules or ions with the total composition C18H28BN2 at a distorted geometry, from the Open Molecules 2025 dataset.

Structure (ORCA input):
```
! wB97M-V def2-TZVPD RIJCOSX def2/J DEFGRID3
* xyz 1 1
C -3.23241 -1.04156 2.42914
C -2.15763 -1.99842 2.10994
C -0.77137 -1.88979 2.26463
C 0.03894 -3.08732 2.22282
C -0.59150 -4.44089 2.19032
C 1.41879 -3.01629 2.29971
C 2.09386 -1.79757 2.42084
C 3.59012 -1.76438 2.42035
C 1.33157 -0.63776 2.56755
C -0.05817 -0.64707 2.49800
C -0.77402 0.63942 2.71179
H -4.16322 -1.61735 2.55370
H -3.10301 -0.48674 3.36682
H -3.40139 -0.33703 1.60329
H -2.55929 -2.96596 1.76516
H 0.18997 -5.18676 2.02941
H -1.09482 -4.68265 3.13830
H -1.32317 -4.53308 1.38097
H 1.99462 -3.94260 2.27220
H 3.93697 -0.73610 2.55871
H 3.99657 -2.37876 3.23477
H 4.01804 -2.15345 1.48496
H 1.85936 0.30591 2.74654
H -0.04416 1.43578 2.90569
H -1.36534 0.94083 1.83759
H -1.43936 0.57983 3.58242
C 2.22125 4.04464 -3.15480
N 1.60258 2.80758 -3.59165
C 2.37646 2.20068 -4.65793
C 0.48565 2.22487 -2.99351
C -0.82861 2.47168 -3.45659
C -1.90804 1.88042 -2.83167
N -1.75372 1.04689 -1.77030
B -2.98722 0.39031 -1.02740
H -2.56509 -0.29388 -0.06015
C -0.50388 0.76522 -1.32789
C 0.61542 1.34861 -1.88890
H 1.65314 4.50486 -2.34491
H 3.25261 3.85532 -2.82115
H 2.28174 4.74218 -4.00246
H 1.92718 1.26146 -4.98388
H 2.43472 2.89440 -5.50880
H 3.40809 2.01892 -4.32085
H -1.00291 3.13218 -4.30350
H -2.93983 2.05524 -3.16322
H -3.72306 1.27898 -0.63212
H -3.58339 -0.34875 -1.79255
H -0.43929 0.04684 -0.49856
H 1.58627 1.11110 -1.46279
*
```

Results
Gap between HOMO and LUMO: 0.200 Eh
E: -836.741838 hartree
F_max: 0.0205 hartree/bohr



[5]
The following is a quantum chemistry calculation of 2 unconnected molecules or ions with the total composition H7PSi2, from the Open Molecules 2025 dataset.

Structure (ORCA input):
```
! wB97M-V def2-TZVPD RIJCOSX def2/J DEFGRID3
* xyz 0 1
Si 0.37327 -3.42966 -0.49796
P 1.58081 -1.81966 0.05210
H -0.04031 -3.96829 -1.79101
H -0.24089 -4.26165 0.53132
H 1.92858 -1.46251 -1.24943
Si -0.71314 2.98274 0.59226
H -1.47237 3.34613 -0.60066
H -0.69578 1.53018 0.73510
H -1.36872 3.59013 1.75036
H 0.64856 3.49259 0.47791
*
```

Results
Gap between HOMO and LUMO: 0.306 Eh
Structure (SMILES): [SiH2]=P.[SiH4]
Energy relative to the best compared isomer or geometry (same formula, charge and spin): 69.5 kJ/mol
E: -924.417470 hartree
F_max: 0.0174 hartree/bohr



Q: Which formula does entry 2 have?
A: C4H8O2



Q: Number 5 is which compound?
A: H7PSi2



Q: The lowest E belongs to which entry?
A: C22H62N2O12



Q: The lowest F_max belongs to which entry?
A: C4H8O2